Computed, not measured: a structure of composition C44H55N4O3Si3Ta, with wB97M-V/def2-TZVPD.

Summary:
gap between HOMO and LUMO: 6.636 eV
M: 953.2 g mol⁻¹
largest force on an atom: 0.07023 hartree/bohr

```
! wB97M-V def2-TZVPD RIJCOSX def2/J DEFGRID3
* xyz 0 1
Ta 0.017 0.189 1.081
O -0.441 -1.818 1.452
C 0.078 -2.943 1.716
C -0.644 -4.135 1.628
C -0.113 -5.372 1.764
C 1.275 -5.571 2.057
C 2.025 -4.461 2.253
C 1.460 -3.160 2.042
C 2.386 -2.041 2.156
N 2.161 -0.795 1.841
C 3.357 0.030 2.074
C 3.143 1.278 1.174
N 1.786 1.715 1.511
C 1.699 2.787 2.187
C 0.529 3.110 3.018
C 0.309 4.408 3.479
C -0.711 4.630 4.379
C -1.542 3.580 4.787
C -1.342 2.299 4.354
C -0.259 2.032 3.452
O -0.152 0.760 3.017
H -1.654 -4.016 1.340
H -0.751 -6.244 1.681
H 1.646 -6.577 2.321
H 3.078 -4.578 2.467
H 3.413 -2.328 2.466
H 4.297 -0.527 1.752
H 3.434 0.338 3.119
H 3.343 1.071 0.134
H 3.891 2.054 1.363
H 2.526 3.431 2.236
H 0.991 5.161 3.132
H -0.966 5.599 4.687
H -2.364 3.798 5.420
H -2.012 1.540 4.668
C -2.293 -1.737 3.746
Si -3.139 -0.802 2.348
C -4.064 -2.084 1.369
C -4.147 0.583 3.283
N -2.117 0.105 1.124
C -2.748 1.188 0.560
C -4.115 1.332 0.312
C -4.725 2.536 -0.078
C -3.912 3.608 -0.239
C -2.513 3.524 -0.081
C -1.871 2.272 0.187
N -0.519 1.949 0.177
Si 0.300 3.080 -0.867
C 1.911 2.531 -1.595
C -0.543 3.547 -2.453
C 0.874 4.671 -0.082
H -3.031 -1.898 4.532
H -1.501 -1.072 4.143
H -1.956 -2.716 3.397
H -4.489 -2.882 2.033
H -3.316 -2.573 0.699
H -4.840 -1.706 0.752
H -4.003 0.433 4.364
H -5.281 0.564 3.103
H -3.876 1.602 3.042
H -4.714 0.433 0.288
H -5.761 2.582 -0.408
H -4.253 4.620 -0.422
H -1.960 4.442 -0.182
H 1.794 1.598 -2.071
H 2.773 2.430 -1.006
H 2.172 3.269 -2.423
H -0.476 2.613 -3.008
H 0.158 4.293 -2.944
H -1.596 3.826 -2.569
H 0.130 5.255 0.516
H 1.207 5.208 -0.983
H 1.742 4.554 0.611
C 1.209 -4.130 -1.644
C 0.352 -3.083 -2.289
C 0.457 -3.285 -3.854
C -1.134 -3.085 -1.891
Si 0.965 -1.310 -2.076
O 0.811 -0.521 -0.548
C 2.829 -1.366 -2.362
C 3.404 -1.572 -3.599
C 4.784 -1.673 -3.786
C 5.650 -1.621 -2.749
C 5.086 -1.338 -1.432
C 3.724 -1.228 -1.295
C -0.027 -0.166 -3.205
C 0.281 0.309 -4.447
C -0.607 1.129 -5.178
C -1.856 1.443 -4.620
C -2.234 0.889 -3.412
C -1.319 0.110 -2.720
H 2.293 -3.853 -1.669
H 1.071 -5.099 -2.156
H 0.927 -4.241 -0.574
H -0.052 -4.199 -4.082
H 1.515 -3.430 -4.150
H -0.047 -2.466 -4.393
H -1.472 -4.104 -1.924
H -1.791 -2.553 -2.574
H -1.250 -2.808 -0.843
H 2.803 -1.525 -4.508
H 5.173 -1.915 -4.783
H 6.730 -1.730 -2.887
H 5.687 -1.328 -0.531
H 3.268 -1.124 -0.305
H 1.187 0.067 -4.976
H -0.307 1.611 -6.131
H -2.485 2.158 -5.117
H -3.154 1.004 -2.914
H -1.665 -0.390 -1.758
*
```


Computed, not measured: a structure of composition C13H20N2O7Se2Zn, with wB97M-V/def2-TZVPD.

Summary:
gap between HOMO and LUMO: 9.215 eV
M: 539.6 g mol⁻¹
largest force on an atom: 0.00700 hartree/bohr

```
! wB97M-V def2-TZVPD RIJCOSX def2/J DEFGRID3
* xyz 0 1
Zn 0.283 -0.444 0.240
C -0.836 2.715 2.170
C 0.399 1.849 2.346
C 1.445 2.503 3.221
O 0.969 1.559 1.039
C 0.034 0.430 2.845
O 0.445 0.042 3.928
O -0.685 -0.256 2.013
H -0.574 3.633 1.638
H -1.254 2.991 3.139
H -1.592 2.178 1.598
H 1.704 3.491 2.829
H 2.341 1.885 3.272
H 1.063 2.624 4.233
H 1.535 2.279 0.742
C -0.390 -2.626 -2.755
Se 0.148 -3.022 -0.936
C 2.074 -2.847 -1.189
C 2.774 -2.997 0.149
Se 2.271 -1.636 1.464
C 1.195 -2.749 2.638
H 0.069 -1.698 -3.089
H -1.473 -2.531 -2.758
H -0.096 -3.446 -3.405
H 2.244 -1.862 -1.623
H 2.418 -3.612 -1.884
H 3.854 -2.948 0.025
H 2.535 -3.952 0.615
H 1.827 -3.543 3.024
H 0.341 -3.148 2.100
H 0.859 -2.083 3.430
O -1.614 2.526 -4.370
C -2.627 2.324 -3.547
O -3.719 2.806 -3.725
C -2.379 1.453 -2.362
C -3.361 1.147 -1.444
N -2.803 0.350 -0.517
N -1.518 0.117 -0.777
C -1.232 0.786 -1.880
C 0.205 0.764 -2.333
O 0.487 1.277 -3.418
O 1.020 0.202 -1.531
H -0.785 2.056 -4.066
H -4.396 1.446 -1.411
H -3.206 -0.033 0.321
*
```


The energy above the lowest of the compared OMol25 structures with the same formula, charge and spin results, record by record, are as follows: 19.9 0.5 kcal per mole.
The highest occupied orbital energy results, record by record, are as follows: -0.25245 -0.33388 Ha.
The calculated total energy results, record by record, are as follows: -83816.3680 -210231.9471 eV.